Here is 2 unconnected molecules or ions with the total composition C4H8N2O from OMol25. Energies are from wB97M-V/def2-TZVPD.

Geometry (Å):
N1 -1.19297 -1.00676 2.23376
C1 -0.51952 -0.72809 1.32853
C2 0.26476 -0.35574 0.13915
N2 1.46166 0.34671 0.51451
C3 0.40202 -1.43505 -0.88994
C4 -0.59252 -0.34864 -1.13680
H1 2.25674 0.11483 -0.06610
H2 1.37422 1.34899 0.63255
H3 0.08077 -2.43529 -0.63439
H4 1.33143 -1.31565 -1.43790
H5 -1.64271 -0.62822 -1.05285
H6 -0.45148 0.29658 -1.99850
O1 -0.81490 2.24918 0.46924
H7 -0.89411 1.30822 0.64370
H8 -1.16970 2.68521 1.25102

Computed properties:
Charge: 0
E_HOMO, eV: -9.9
Energy relative to the best compared isomer or geometry (same formula, charge and spin), kcal per mole: 58.45

=====

Here is 2 unconnected molecules or ions with the total composition C2H7NO2 from OMol25. Energies are from wB97M-V/def2-TZVPD.

Geometry (Å):
C1 -0.29222 0.09246 -1.52962
C2 -0.12025 -1.17861 -0.72940
N1 0.19934 -1.09423 0.61617
O1 -0.38334 -2.20612 -1.29287
H1 0.04204 1.03938 -1.11397
H2 -1.38703 0.20839 -1.78985
H3 0.18556 -0.19401 -2.50241
H4 0.13701 -0.12208 1.12027
H5 0.42319 -1.86044 1.11224
O2 0.10744 1.62613 2.04582
H6 0.74948 1.31677 2.70289
H7 0.33877 2.37236 1.36073

Computed properties:
Charge: 0
E_HOMO, eV: -9.5
Energy relative to the best compared isomer or geometry (same formula, charge and spin), kcal per mole: 25.19

=====

Here is 2 unconnected molecules or ions with the total composition C3H4N4O from OMol25. Energies are from wB97M-V/def2-TZVPD.

Geometry (Å):
C1 1.95733 0.21858 -0.27226
C2 -0.27431 1.42048 0.22305
C3 -1.43394 -0.26155 -0.10517
H1 2.29073 -1.67612 0.48038
H2 2.32324 1.33984 -0.80445
H3 0.21576 2.32699 0.06381
H4 -1.81354 -1.92333 -0.18641
N1 2.84450 -0.73502 -0.43364
N2 0.63441 0.38975 0.71251
N3 -1.54012 1.10025 -0.42525
N4 -2.40668 -1.07325 -0.27480
O1 -0.15443 -0.76307 0.54014

Computed properties:
Charge: 0
E_HOMO, eV: -9.7
Energy relative to the best compared isomer or geometry (same formula, charge and spin), kcal per mole: 176.60

=====

Number 3 is which compound? C3H4N4O